# 1
The following is a quantum chemistry calculation of a single C9H8N2S molecule in a non-equilibrium geometry, from the OMol25 dataset.

Summary:
LUMO, eV: 0.475
ΔE to the lowest compared entry with this formula, charge and spin, kJ/mol: 190.54
Orbital gap, eV: 8.54
SMILES: CN1c2ccccc2S[C@@H]1C#N
HOMO energy, eV: -8.069
DFT total energy, eV: -23276.328

Structure (ORCA input):
```
! RIJCOSX wB97M-V def2-TZVPD def2/J DEFGRID3
* xyz 0 1
C 0.290 -2.163 0.798
N 0.758 -0.975 0.116
C -0.143 -0.020 -0.289
C -1.422 -0.293 -0.749
C -2.364 0.731 -0.751
C -2.021 2.057 -0.531
C -0.793 2.332 0.067
C 0.147 1.329 0.128
S 1.759 1.410 0.843
C 2.080 -0.515 0.403
C 3.009 -0.338 -0.735
N 3.788 -0.283 -1.603
H -0.638 -1.953 1.281
H 0.085 -3.059 0.101
H 1.203 -2.540 1.402
H -1.672 -1.369 -0.839
H -3.401 0.519 -1.091
H -2.702 2.897 -0.360
H -0.571 3.266 0.487
H 2.607 -1.031 1.321
*
```


# 2
The following is a quantum chemistry calculation of a single C9H8N4 molecule in a non-equilibrium geometry, from the OMol25 dataset.

Summary:
LUMO, eV: 0.319
ΔE to the lowest compared entry with this formula, charge and spin, kJ/mol: 144.41
Orbital gap, eV: 8.18
SMILES: N=c1ccn(-c2ncccn2)cc1
HOMO energy, eV: -7.861
DFT total energy, eV: -15422.240

Structure (ORCA input):
```
! RIJCOSX wB97M-V def2-TZVPD def2/J DEFGRID3
* xyz 0 1
N 2.218 -2.108 -3.171
C 1.531 -1.561 -2.237
C 0.119 -1.748 -2.036
C -0.533 -1.140 -0.977
N 0.165 -0.260 -0.125
C -0.498 0.504 0.829
N -1.829 0.664 0.710
C -2.429 1.361 1.630
C -1.776 1.963 2.705
C -0.380 1.793 2.736
N 0.231 1.014 1.853
C 1.542 -0.041 -0.333
C 2.196 -0.634 -1.394
H 1.753 -2.745 -3.802
H -0.451 -2.430 -2.664
H -1.623 -1.304 -0.862
H -3.500 1.563 1.528
H -2.288 2.595 3.413
H 0.221 2.241 3.514
H 2.121 0.659 0.255
H 3.210 -0.386 -1.572
*
```


> What is the formula in the first record?

C9H8N2S


> Among the records above, which one has the highest orbital gap?

C9H8N2S


What did the second record say?
The following is a quantum chemistry calculation of a single C9H8N4 molecule in a non-equilibrium geometry, from the OMol25 dataset.

Summary:
LUMO, eV: 0.319
ΔE to the lowest compared entry with this formula, charge and spin, kJ/mol: 144.41
Orbital gap, eV: 8.18
SMILES: N=c1ccn(-c2ncccn2)cc1
HOMO energy, eV: -7.861
DFT total energy, eV: -15422.240

Structure (ORCA input):
```
! RIJCOSX wB97M-V def2-TZVPD def2/J DEFGRID3
* xyz 0 1
N 2.218 -2.108 -3.171
C 1.531 -1.561 -2.237
C 0.119 -1.748 -2.036
C -0.533 -1.140 -0.977
N 0.165 -0.260 -0.125
C -0.498 0.504 0.829
N -1.829 0.664 0.710
C -2.429 1.361 1.630
C -1.776 1.963 2.705
C -0.380 1.793 2.736
N 0.231 1.014 1.853
C 1.542 -0.041 -0.333
C 2.196 -0.634 -1.394
H 1.753 -2.745 -3.802
H -0.451 -2.430 -2.664
H -1.623 -1.304 -0.862
H -3.500 1.563 1.528
H -2.288 2.595 3.413
H 0.221 2.241 3.514
H 2.121 0.659 0.255
H 3.210 -0.386 -1.572
*
```